(w)
ORCA calculation (the ωB97M-V functional and the def2-TZVPD basis) on the molecule C3H2S2.

```
7
Properties=species:S:1:pos:R:3:nbo_charge:R:1
S -1.56 1.06 0.13 0.1193
S -1.84 -1.04 -0.22 0.4153
C 0.10 1.08 -0.06 -0.2755
C 1.30 1.27 0.09 -0.1901
C -0.56 -1.97 -0.04 -0.4882
H 0.37 -1.36 0.29 0.2011
H 2.19 0.96 -0.20 0.2181
```

The orbital gap is 8.882 eV. For the highest occupied orbital energy, the calculation gives -9.32 eV.

***

(x)
ORCA calculation (the ωB97M-V functional and the def2-TZVPD basis) on the molecule C3H2S2.

```
7
Properties=species:S:1:pos:R:3:nbo_charge:R:1
S -0.55 1.61 -0.52 0.0787
S 1.34 -0.21 0.82 0.1350
C -0.09 0.12 -0.08 -0.3957
C -0.74 -1.21 -0.25 -0.0940
C -1.29 -2.29 -0.59 -0.1359
H -1.58 -3.32 -0.55 0.2479
H 1.61 1.16 1.25 0.1641
```

The orbital gap is 8.006 eV. Its structure (SMILES) is C#CC(=S)S. For the highest occupied orbital energy, the calculation gives -9.08 eV.

***

Energy comparison, zero being the most stable, in kcal/mol: (w) 46.2; (x) 0.0.